The following is a quantum chemistry calculation of a cluster of 11 separate species, C30H62IN22O10P in total at a distorted geometry, from OMol25.

Its HOMO energy is -0.2988 hartree. As for the largest force on an atom: 3.925 eV/A. The calculation puts the orbital gap at 7.631 eV. As for the spin multiplicity: 1.

Positions of all 126 atoms, in Å:
1 C -1.80 1.01 1.43
2 C -2.71 1.06 0.13
3 I -3.05 -1.08 -0.43
4 C -2.02 1.74 -1.14
5 C -1.35 3.15 -0.88
6 C -2.10 4.36 -0.26
7 P -3.90 4.28 0.33
8 C -4.63 6.00 0.51
9 C -3.72 3.69 2.13
10 C -1.44 5.64 -0.09
11 C 0.00 5.87 -0.49
12 N 0.50 7.15 -0.31
13 C 1.79 7.19 -0.74
14 C 2.58 6.05 -1.28
15 N 2.06 4.80 -1.44
16 C 0.73 4.72 -1.06
17 C 0.05 3.38 -1.24
18 C 0.93 2.22 -1.85
19 C 1.93 1.60 -0.82
20 C 1.49 0.69 0.26
21 C 2.42 0.12 1.26
22 C 3.87 0.41 1.22
23 C 4.32 1.30 0.12
24 C 3.38 1.88 -0.86
25 H -1.24 0.03 1.39
26 H -1.10 1.88 1.52
27 H -2.49 0.91 2.31
28 H -3.73 1.45 0.36
29 H -1.34 0.98 -1.59
30 H -2.85 1.91 -1.89
31 H -5.75 5.93 0.64
32 H -4.22 6.48 1.44
33 H -4.45 6.67 -0.37
34 H -4.05 4.49 2.85
35 H -2.62 3.53 2.35
36 H -4.21 2.70 2.29
37 H -2.00 6.51 0.33
38 H 2.32 8.18 -0.68
39 H 3.64 6.21 -1.59
40 H 0.32 1.46 -2.40
41 H 1.57 2.72 -2.63
42 H 0.42 0.40 0.34
43 H 2.09 -0.55 2.10
44 H 4.59 -0.01 1.98
45 H 5.43 1.49 0.08
46 H 3.81 2.53 -1.66
47 N 5.04 -3.65 -1.89
48 C 4.16 -2.76 -1.37
49 N 4.40 -1.46 -1.70
50 O 3.22 -3.09 -0.65
51 H 5.81 -3.40 -2.48
52 H 4.90 -4.62 -1.67
53 H 3.76 -0.77 -1.33
54 H 5.15 -1.16 -2.28
55 N -1.12 -4.25 -0.32
56 C -1.69 -5.43 -0.65
57 N -0.81 -6.47 -0.77
58 O -2.89 -5.57 -0.81
59 H -0.13 -4.12 -0.18
60 H -1.73 -3.45 -0.22
61 H -1.20 -7.37 -1.01
62 H 0.18 -6.38 -0.64
63 N 4.71 -5.98 3.23
64 C 4.75 -4.65 2.94
65 N 4.45 -4.34 1.65
66 O 5.03 -3.80 3.77
67 H 4.49 -6.69 2.57
68 H 4.92 -6.24 4.18
69 H 4.47 -3.37 1.39
70 H 4.22 -5.02 0.95
71 N -3.29 -7.60 2.25
72 C -2.91 -6.71 3.20
73 N -2.59 -5.47 2.72
74 O -2.85 -6.98 4.39
75 H -3.35 -7.39 1.27
76 H -3.54 -8.52 2.57
77 H -2.30 -4.78 3.38
78 H -2.63 -5.23 1.74
79 N 8.55 -5.62 -4.98
80 C 7.68 -4.71 -4.46
81 N 7.93 -3.42 -4.81
82 O 6.75 -5.04 -3.74
83 H 9.32 -5.38 -5.57
84 H 8.40 -6.59 -4.75
85 H 7.31 -2.72 -4.45
86 H 8.69 -3.14 -5.40
87 N -5.63 1.94 -2.22
88 C -5.93 2.27 -3.51
89 N -6.76 1.39 -4.14
90 O -5.50 3.27 -4.05
91 H -5.98 1.12 -1.76
92 H -5.02 2.55 -1.72
93 H -7.01 1.60 -5.09
94 H -7.13 0.56 -3.71
95 N 5.47 3.61 2.73
96 C 4.81 4.78 2.92
97 N 3.75 4.98 2.08
98 O 5.13 5.59 3.78
99 H 5.21 2.93 2.03
100 H 6.25 3.42 3.33
101 H 3.24 5.84 2.20
102 H 3.47 4.33 1.37
103 N -6.21 1.20 5.21
104 C -4.90 1.55 5.01
105 N -4.53 2.71 5.61
106 O -4.14 0.89 4.33
107 H -6.85 1.74 5.75
108 H -6.52 0.35 4.77
109 H -3.57 3.00 5.49
110 H -5.14 3.28 6.17
111 N -7.72 -3.45 3.36
112 C -6.40 -3.41 3.04
113 N -5.74 -4.59 3.15
114 O -5.85 -2.39 2.67
115 H -8.20 -4.28 3.67
116 H -8.24 -2.59 3.29
117 H -4.76 -4.58 2.91
118 H -6.17 -5.44 3.45
119 N 1.79 0.98 -6.63
120 C 2.20 1.90 -5.73
121 N 2.56 3.10 -6.26
122 O 2.24 1.68 -4.53
123 H 1.75 1.14 -7.62
124 H 1.51 0.08 -6.28
125 H 2.87 3.81 -5.62
126 H 2.54 3.31 -7.24